Record 1
DFT (ωB97M-V with the def2-TZVPD basis set) results for a molecular structure, C31H30BrN6NaO3.

XYZ file:
```
72
Properties=species:S:1:pos:R:3:forces:R:3
Na 0.0899 -0.0179 -0.6038 -0.57 0.18 -0.19
C 4.9294 -0.1517 11.8643 -0.02 -0.02 0.02
O 5.8540 0.2201 10.8658 0.05 0.04 -0.04
C 5.4527 0.1286 9.5663 0.08 0.01 0.01
C 4.2029 -0.3370 9.1656 0.03 0.02 0.03
C 3.8912 -0.3959 7.8155 0.07 0.03 0.16
C 4.8204 0.0069 6.8686 -0.02 -0.19 -0.39
C 6.0704 0.4640 7.2731 -0.03 -0.02 0.13
C 6.3888 0.5308 8.6136 -0.11 -0.04 0.04
N 4.5958 -0.0213 5.4596 -0.33 0.07 0.17
N 3.4227 -0.3076 5.1402 0.26 0.27 -0.27
C 3.1421 -0.2572 3.7621 0.05 -0.18 0.43
C 4.0850 0.0053 2.7865 -0.02 0.01 -0.27
C 3.7473 0.0586 1.4443 0.10 0.10 0.13
C 2.4303 -0.1246 0.9831 -0.04 -0.15 0.02
O 2.1245 -0.0346 -0.2487 0.46 -0.06 0.13
C 1.4299 -0.4346 2.0138 0.02 -0.01 0.05
N 0.1474 -0.6623 1.6119 0.26 -0.05 -0.01
C -0.7587 -0.9522 2.5071 -0.19 -0.01 0.11
C -0.4919 -1.0376 3.8854 0.00 0.00 -0.05
C 0.7798 -0.8067 4.3160 0.10 0.02 -0.02
C 1.7963 -0.4979 3.3790 -0.01 -0.01 -0.03
H 5.4317 0.0129 12.8142 -0.03 -0.01 0.00
H 4.6537 -1.2070 11.7791 -0.01 0.02 0.01
H 4.0260 0.4638 11.8184 0.01 -0.02 0.02
H 3.4688 -0.6585 9.8903 0.01 0.00 0.01
H 2.9238 -0.7581 7.4990 0.02 0.00 -0.04
H 6.7822 0.7678 6.5175 0.00 0.00 -0.03
H 7.3534 0.8879 8.9453 0.02 0.00 0.04
H 5.1111 0.1692 3.0863 -0.01 0.00 0.05
H 4.5060 0.2559 0.6979 0.00 0.01 -0.02
H -1.7687 -1.1256 2.1453 -0.01 -0.01 -0.04
H -1.2855 -1.2842 4.5774 -0.02 0.00 0.00
H 1.0399 -0.8573 5.3635 0.00 0.00 0.00
Br 0.6914 6.8622 1.2619 -0.01 0.01 0.00
C 0.4295 5.0433 0.8394 0.02 -0.11 -0.03
C 1.4819 4.2820 0.3639 -0.06 0.01 0.03
C 1.2374 2.9487 0.0667 0.13 0.02 0.04
N 0.0476 2.3695 0.2182 -0.07 -0.01 -0.22
C -0.9458 3.1214 0.6820 -0.10 0.00 0.10
C -0.8158 4.4606 1.0088 0.05 0.05 0.02
H 2.4675 4.7009 0.2299 0.02 0.02 0.00
H 2.0298 2.3027 -0.2929 0.03 0.00 -0.02
H -1.9008 2.6244 0.8154 -0.03 0.01 -0.01
H -1.6548 5.0246 1.3883 -0.01 0.01 0.00
C -5.8661 -4.8743 1.2348 0.02 -0.01 0.04
C -6.5679 -4.1303 0.1099 -0.09 0.00 -0.09
N -6.0103 -2.7961 -0.1167 0.06 -0.10 0.04
C -6.5208 -1.7286 0.7342 0.11 0.01 0.07
C -7.8911 -1.2263 0.3072 -0.04 0.03 0.04
C -4.8609 -2.7351 -0.8391 -0.13 0.00 -0.21
O -4.3292 -3.7258 -1.3151 0.03 0.04 0.09
C -4.2568 -1.3864 -1.1128 0.05 0.03 0.07
C -4.9606 -0.3077 -1.6294 0.08 -0.07 0.03
C -4.2759 0.8624 -1.9130 0.05 -0.01 0.02
C -2.9168 0.9129 -1.6501 -0.06 0.12 -0.02
N -2.2269 -0.1173 -1.1625 -0.01 -0.02 -0.11
C -2.8872 -1.2448 -0.9209 -0.11 -0.08 0.05
H -6.3209 -5.8520 1.3911 -0.03 -0.02 -0.03
H -5.9326 -4.3281 2.1769 0.01 0.03 0.01
H -4.8166 -5.0225 0.9892 0.03 0.00 -0.01
H -7.6299 -4.0046 0.3266 0.02 -0.01 0.02
H -6.4861 -4.6875 -0.8221 0.02 0.01 0.04
H -5.7996 -0.9125 0.7510 -0.05 -0.02 -0.03
H -6.5641 -2.1093 1.7599 -0.05 0.02 -0.02
H -7.8810 -0.8786 -0.7249 0.00 0.02 -0.03
H -8.2038 -0.3991 0.9444 0.00 0.01 0.02
H -8.6490 -2.0048 0.3861 0.00 -0.03 -0.01
H -6.0225 -0.3872 -1.8174 -0.02 0.00 -0.02
H -4.7808 1.7222 -2.3295 -0.01 0.01 0.00
H -2.3528 1.8200 -1.8326 0.01 0.02 -0.04
H -2.3108 -2.0853 -0.5512 0.00 -0.02 0.01
```
Forces are in eV/Å.

Calculated values
**LUMO level**: -0.06 eV
**Total charge**: 0
**ΔE to the lowest compared entry with this formula, charge and spin**: 0.0 kcal per mole

=====

Record 2
DFT (ωB97M-V with the def2-TZVPD basis set) results for a molecular structure, C31H30CsN7O.

XYZ file:
```
70
Properties=species:S:1:pos:R:3:forces:R:3
Cs -0.8348 0.6001 -0.6191 0.09 0.13 -0.37
C 1.7269 -1.4394 0.7128 -0.03 -0.16 0.00
N 1.0913 -2.5372 1.4191 0.01 0.01 0.17
C -0.0165 -3.2633 0.8050 0.07 0.01 -0.04
C -1.4108 -2.6559 0.7240 -0.06 -0.06 -0.03
C -2.1933 -2.4595 1.8583 -0.03 -0.05 0.04
C -3.4416 -1.8826 1.7326 -0.02 0.00 -0.01
C -3.9067 -1.5649 0.4666 -0.04 -0.01 0.01
C -3.1068 -1.8786 -0.6153 0.07 -0.07 0.07
N -1.8781 -2.3953 -0.4998 0.02 0.00 0.01
C 1.0352 -2.3359 2.8500 -0.13 0.07 0.03
C 0.1347 -1.2209 3.3938 0.19 -0.04 -0.10
C -0.2916 -1.2788 4.7164 -0.02 0.04 0.02
C -1.1485 -0.2990 5.1870 -0.01 0.01 -0.01
C -1.5644 0.7006 4.3204 0.00 -0.03 0.07
C -1.0776 0.6918 3.0240 0.03 -0.01 -0.04
N -0.2273 -0.2360 2.5722 -0.14 -0.07 0.07
C 2.2670 -1.7693 -0.6564 -0.02 0.04 0.12
C 2.7241 -3.0378 -0.9972 0.02 -0.01 0.00
C 3.2632 -3.2366 -2.2548 -0.01 0.04 -0.02
C 3.3357 -2.1621 -3.1301 0.02 -0.06 0.01
C 2.8609 -0.9363 -2.6988 -0.03 0.06 0.04
N 2.3313 -0.7313 -1.4922 -0.01 -0.09 -0.14
H 2.5769 -1.1244 1.3291 0.02 -0.01 -0.01
H 1.0961 -0.5610 0.6416 0.18 0.00 -0.01
H -0.1033 -4.2106 1.3481 0.02 0.00 0.01
H 0.2666 -3.5083 -0.2190 -0.02 0.00 0.00
H -1.8198 -2.7388 2.8340 0.00 -0.01 -0.01
H -4.0427 -1.6761 2.6085 0.00 0.00 0.00
H -4.8622 -1.0811 0.3265 0.01 0.00 -0.04
H -3.4515 -1.6871 -1.6257 0.02 0.02 -0.01
H 2.0539 -2.1451 3.2065 0.01 0.02 -0.02
H 0.7235 -3.2750 3.3190 -0.01 0.01 -0.02
H 0.0253 -2.0922 5.3580 0.01 -0.01 -0.02
H -1.5035 -0.3272 6.2096 0.00 0.00 0.00
H -2.2602 1.4653 4.6364 0.00 0.01 -0.03
H -1.4251 1.4243 2.2981 -0.04 0.01 0.01
H 2.6543 -3.8402 -0.2751 0.00 0.01 0.01
H 3.6257 -4.2130 -2.5497 0.00 0.00 0.00
H 3.7498 -2.2710 -4.1229 0.00 0.01 0.00
H 2.9023 -0.0710 -3.3520 0.00 -0.01 -0.01
N 1.7008 8.2033 0.6484 0.13 0.12 -0.02
C 2.5309 9.3086 0.6667 -0.22 0.01 0.07
C 2.3383 10.6219 1.0854 0.01 -0.03 -0.01
C 3.4174 11.4734 0.9600 0.03 0.02 -0.01
C 4.6459 11.0340 0.4366 -0.04 0.00 0.01
C 4.8238 9.7302 0.0240 0.01 -0.01 -0.01
C 3.7432 8.8561 0.1408 0.13 -0.16 -0.08
N 3.6497 7.5117 -0.1935 0.02 0.21 0.04
C 2.4323 7.1724 0.1198 -0.15 -0.25 -0.01
C 1.8862 5.8150 -0.0589 0.09 0.17 0.01
C 2.6296 4.8864 -0.7776 -0.02 -0.03 -0.01
C 2.1258 3.6077 -0.9208 0.05 -0.07 0.05
N 0.9643 3.2096 -0.4011 -0.08 0.07 -0.08
C 0.2460 4.1083 0.2699 0.08 -0.09 0.09
C 0.6670 5.4148 0.4715 -0.05 -0.02 0.00
H 0.7320 8.1764 0.9080 -0.01 0.00 0.00
H 1.3947 10.9629 1.4904 0.00 0.00 0.00
H 3.3159 12.5041 1.2732 0.01 0.00 0.00
H 5.4654 11.7359 0.3583 -0.01 0.01 0.00
H 5.7657 9.3833 -0.3792 0.00 0.00 0.00
H 3.5809 5.1766 -1.1995 0.00 -0.03 -0.01
H 2.6826 2.8529 -1.4655 0.01 0.01 0.01
H -0.6952 3.7512 0.6801 -0.05 0.06 -0.05
H 0.0462 6.0858 1.0508 -0.01 -0.02 0.00
C -3.9836 2.4751 0.6883 0.09 -0.01 -0.01
O -2.9202 1.6607 0.3925 -0.10 0.27 0.17
H -3.7724 3.5517 0.5093 -0.04 0.01 0.03
H -4.3111 2.4144 1.7487 -0.02 -0.01 0.01
H -4.8885 2.2582 0.0848 -0.02 -0.02 0.03
```
Forces are in eV/Å.

Calculated values
**LUMO level**: 0.07 eV
**Total charge**: 0
**ΔE to the lowest compared entry with this formula, charge and spin**: 1.1 kcal per mole

=====

Record 3
DFT (ωB97M-V with the def2-TZVPD basis set) results for a molecular structure, C31H30N4O3S2W.

XYZ file:
```
71
Properties=species:S:1:pos:R:3:forces:R:3
W -0.0143 -0.1616 0.2554 -0.18 -0.09 -0.05
C 2.4528 0.1642 -1.3836 -0.05 -0.11 -0.02
N 1.0391 -0.2103 -1.7355 0.07 0.00 0.06
C 0.4114 0.8511 -2.5992 0.13 -0.21 0.03
C 0.5947 2.1692 -1.9173 -0.05 0.08 0.08
N 0.0331 2.0712 -0.5352 -0.03 0.00 -0.15
C -1.3480 2.6902 -0.6123 0.18 -0.03 0.02
C 0.8159 2.8385 0.4527 -0.07 -0.06 -0.04
C 1.6609 3.8863 0.1237 0.00 -0.02 0.07
C 2.3109 4.5676 1.1462 0.00 0.00 -0.02
C 2.1046 4.2153 2.4723 0.02 0.01 -0.02
C 1.2398 3.1801 2.7953 0.02 0.02 -0.01
C 0.5851 2.4975 1.7775 0.05 0.03 0.05
S -0.5910 1.2320 2.1361 -0.07 -0.06 0.01
C 1.0719 -1.4792 -2.4988 0.03 0.21 -0.01
C 1.7101 -1.5412 -3.7320 -0.03 -0.09 0.03
C 1.7252 -2.7423 -4.4186 0.00 0.00 -0.01
C 1.1079 -3.8641 -3.8729 0.02 0.02 -0.01
C 0.4921 -3.7940 -2.6379 0.00 0.01 0.00
C 0.4849 -2.5875 -1.9360 0.00 -0.18 -0.08
S -0.2207 -2.5177 -0.3343 0.04 0.14 -0.08
H 2.9628 0.5581 -2.2624 0.05 -0.06 -0.01
H 2.9503 -0.7339 -1.0326 0.03 0.02 -0.02
H 2.4763 0.9239 -0.5992 0.02 0.00 0.00
H -0.6326 0.5744 -2.7399 -0.03 0.04 0.00
H 0.9015 0.8486 -3.5710 -0.03 0.05 -0.02
H 0.0940 2.9667 -2.4648 0.01 -0.01 -0.02
H 1.6465 2.4263 -1.8666 0.02 -0.02 -0.02
H -1.2048 3.7478 -0.8304 -0.06 0.01 0.01
H -1.8653 2.5643 0.3312 -0.02 0.02 0.01
H -1.9076 2.2092 -1.4084 -0.04 0.01 0.00
H 1.8173 4.1987 -0.8993 0.00 0.01 0.00
H 2.9776 5.3817 0.8974 0.00 0.00 0.01
H 2.6174 4.7519 3.2586 -0.01 0.00 0.00
H 1.0695 2.9071 3.8284 -0.02 -0.01 -0.01
H 2.1996 -0.6775 -4.1631 0.00 0.00 -0.01
H 2.2137 -2.8030 -5.3809 0.00 0.00 0.00
H 1.1124 -4.8002 -4.4142 0.00 0.00 0.00
H 0.0224 -4.6700 -2.2100 -0.01 0.02 0.02
C 4.1281 -0.6935 1.4854 0.00 -0.04 0.05
O 3.8604 -0.9814 2.8517 0.08 0.06 -0.06
C 2.6736 -1.4497 3.2565 -0.08 -0.18 0.26
C 2.6993 -2.0665 4.5247 0.14 0.07 -0.10
C 1.5772 -2.5902 5.1100 -0.20 -0.03 -0.03
C 0.3536 -2.5131 4.4441 0.20 -0.01 0.07
C 0.2827 -1.9008 3.2027 -0.14 0.00 -0.01
C -1.0430 -1.8087 2.6283 0.06 -0.01 0.01
N -1.3654 -1.1728 1.5570 -0.26 -0.30 0.26
N -2.7052 -1.1809 1.1847 0.22 0.06 -0.01
C -2.8625 -0.5389 0.0840 0.19 0.10 -0.18
O -1.7571 -0.0283 -0.5104 -0.20 0.26 0.08
C -4.1460 -0.2952 -0.5611 0.03 -0.16 0.22
C -5.3150 -0.4642 0.1831 -0.09 0.00 -0.08
C -6.5409 -0.2426 -0.4183 0.05 0.00 0.01
C -6.5997 0.1390 -1.7534 -0.03 0.00 0.01
C -5.4358 0.2994 -2.4940 0.02 0.00 -0.01
C -4.2040 0.0844 -1.9001 -0.06 0.06 -0.05
C 1.4510 -1.3725 2.6049 -0.12 0.14 -0.30
O 1.3310 -0.7607 1.3787 0.11 0.23 0.02
H 5.2082 -0.6108 1.4124 0.01 0.00 -0.01
H 3.6726 0.2536 1.1946 0.00 0.00 0.00
H 3.7806 -1.5087 0.8471 0.02 0.02 0.02
H 3.6632 -2.1170 5.0143 -0.01 0.00 0.00
H 1.6401 -3.0646 6.0788 0.01 0.00 0.00
H -0.5433 -2.9180 4.8930 0.00 0.00 0.00
H -1.8626 -2.2955 3.1471 0.02 -0.01 0.03
H -5.2564 -0.7609 1.2211 0.02 0.00 0.00
H -7.4509 -0.3662 0.1521 0.00 0.00 0.00
H -7.5606 0.3102 -2.2198 0.01 0.00 -0.01
H -5.4929 0.5854 -3.5352 0.00 0.00 0.00
H -3.2976 0.1899 -2.4825 0.02 -0.01 0.02
```
Forces are in eV/Å.

Calculated values
**LUMO level**: -7.72 eV
**Total charge**: +2
**ΔE to the lowest compared entry with this formula, charge and spin**: 21.3 kcal per mole

=====

Record 4
DFT (ωB97M-V with the def2-TZVPD basis set) results for a molecular structure, C31H31AgN3O7S2.

XYZ file:
```
75
Properties=species:S:1:pos:R:3:forces:R:3
Ag -0.7926 -2.0605 -0.6340 0.16 0.08 0.00
O 1.6944 -2.5390 -0.7882 0.06 -0.02 -0.04
C 2.4290 -2.4887 0.4388 0.06 -0.13 -0.01
C 1.4107 -2.4736 1.6423 -0.05 -0.03 -0.04
O 1.9367 -2.6721 2.7393 -0.02 0.07 0.09
O 0.1960 -2.2766 1.3865 0.11 -0.01 0.03
C 3.2655 -3.7664 0.5152 0.08 0.05 -0.01
C 4.6068 -3.7881 0.1511 -0.03 -0.01 -0.02
C 5.3278 -4.9791 0.1531 -0.04 0.00 0.00
C 4.7106 -6.1629 0.5206 -0.01 0.02 0.00
C 3.3641 -6.1524 0.8718 0.00 0.01 0.00
C 2.6497 -4.9673 0.8650 -0.03 0.01 -0.03
C 3.2827 -1.2267 0.5004 -0.01 0.03 0.03
C 4.0656 -0.9561 1.6253 -0.04 0.01 0.03
C 4.8126 0.2078 1.7007 0.01 0.00 -0.04
C 4.8136 1.1171 0.6469 -0.02 -0.03 0.01
C 4.0625 0.8415 -0.4836 0.01 -0.04 0.00
C 3.2986 -0.3203 -0.5518 0.03 0.01 -0.06
H 2.3219 -2.6872 -1.5045 -0.03 -0.07 -0.01
H 5.0983 -2.8654 -0.1322 0.02 -0.01 0.02
H 6.3734 -4.9761 -0.1309 -0.01 0.01 0.01
H 5.2718 -7.0894 0.5367 -0.01 0.00 -0.01
H 2.8718 -7.0731 1.1606 0.00 0.01 -0.01
H 1.6010 -4.9626 1.1371 0.03 0.00 0.03
H 4.0528 -1.6606 2.4465 -0.03 0.02 0.00
H 5.4014 0.4071 2.5883 -0.01 0.00 0.00
H 5.3928 2.0306 0.7098 0.02 -0.01 0.00
H 4.0621 1.5315 -1.3199 -0.02 0.01 0.02
H 2.6952 -0.5092 -1.4295 -0.04 0.05 0.04
N -0.6337 0.8961 -2.9657 -0.53 -0.48 -0.02
C -0.2543 1.4968 -1.8175 0.10 0.22 0.33
S -0.0509 0.6724 -0.3852 -0.10 -0.04 -0.22
N -0.0380 2.8478 -1.9691 -0.02 -0.06 -0.01
C 0.3408 3.7812 -0.9830 -0.02 0.04 0.03
C -0.2797 5.0278 -0.9924 -0.05 -0.02 0.04
C 0.0487 5.9835 -0.0431 0.03 0.00 -0.01
C 1.0099 5.7073 0.9191 -0.03 -0.04 -0.02
C 1.6567 4.4778 0.8977 -0.02 0.03 0.02
C 1.3360 3.5168 -0.0487 0.09 -0.08 0.04
H -1.1467 0.0138 -2.8579 0.20 0.11 0.05
H -0.9540 1.4760 -3.7271 0.06 -0.02 0.00
H -0.5116 3.2627 -2.7562 0.05 0.03 -0.05
H -1.0398 5.2408 -1.7371 -0.02 -0.02 0.04
H -0.4585 6.9403 -0.0519 0.01 -0.01 0.00
H 1.2503 6.4411 1.6779 0.02 0.00 -0.03
H 2.4248 4.2555 1.6280 -0.01 -0.01 0.00
H 1.8472 2.5635 -0.0551 -0.05 0.07 0.01
C -1.4453 1.7665 3.2851 -0.08 -0.01 -0.07
C -2.5153 1.6970 2.2290 0.11 0.07 0.03
C -3.3862 0.6150 2.1655 -0.01 -0.05 0.02
C -4.3088 0.5024 1.1401 -0.03 0.08 -0.01
C -4.3399 1.4655 0.1374 0.01 0.06 0.05
C -3.4995 2.5693 0.1969 0.04 -0.11 0.09
C -2.6118 2.6876 1.2552 0.03 -0.05 -0.06
S -5.4263 1.2718 -1.2446 0.04 -0.10 -0.02
O -6.7436 0.9802 -0.7492 -0.07 0.03 0.00
O -5.1958 2.3958 -2.1088 -0.02 0.08 -0.01
N -4.9227 -0.0534 -2.0429 -0.25 0.06 0.18
C -5.3018 -1.3746 -1.5286 -0.09 0.06 -0.10
C -4.5909 -2.4459 -2.3366 -0.02 -0.16 -0.12
C -3.0920 -2.4135 -2.0936 0.16 -0.05 -0.32
O -2.5121 -1.3051 -2.3264 0.06 0.20 0.01
O -2.5196 -3.4339 -1.6748 0.01 0.10 0.22
H -1.6849 1.1352 4.1408 -0.01 0.02 -0.01
H -1.2949 2.7900 3.6300 0.00 0.01 0.00
H -0.5006 1.4108 2.8678 0.02 -0.01 -0.01
H -3.3303 -0.1580 2.9228 0.00 0.00 -0.01
H -5.0052 -0.3235 1.1247 0.01 0.03 0.04
H -3.5468 3.3127 -0.5869 0.00 0.02 0.01
H -1.9509 3.5442 1.3054 0.06 0.03 -0.03
H -3.9239 -0.0305 -2.2533 0.16 -0.07 -0.10
H -6.3793 -1.4846 -1.6233 -0.04 0.04 0.01
H -5.0442 -1.4998 -0.4745 0.04 -0.02 0.00
H -4.7807 -2.2802 -3.4005 -0.02 -0.03 0.02
H -4.9702 -3.4249 -2.0506 -0.02 -0.02 -0.04
```
Forces are in eV/Å.

Calculated values
**LUMO level**: 2.27 eV
**Total charge**: -1